[1]
Density functional theory data (wB97M-V/def2-TZVPD) for C44H30Cl2N7O2P2ReSe2 as an isolated structure.

E (Ha): -8712.6354
Spin multiplicity: 4
Net charge: +1
HOMO level (spin up / spin down) (eV): -10.246 / -10.396
LUMO level (spin up / spin down) (eV): -3.64 / -4.43
F_max (eV Å⁻¹): 0.3
Expectation value of S²: 3.77

Element x y z (Å)
Re  -1.059  -0.134  -2.439
Cl  -7.437  2.254  -3.242
C  -6.104  1.180  -3.049
C  -4.839  1.719  -2.892
C  -3.757  0.867  -2.731
N  -2.411  1.282  -2.656
C  -2.145  2.651  -2.398
O  -2.688  3.263  -1.517
C  -1.136  3.277  -3.319
C  -0.624  4.524  -2.999
C  0.272  5.106  -3.882
C  0.596  4.426  -5.044
C  0.017  3.184  -5.276
N  -0.830  2.608  -4.431
C  -3.941  -0.520  -2.753
C  -5.209  -1.063  -2.913
C  -6.288  -0.205  -3.054
Cl  -7.859  -0.887  -3.240
N  -2.721  -1.221  -2.656
C  -2.649  -2.593  -2.522
O  -3.571  -3.370  -2.490
C  -1.226  -3.083  -2.424
C  -0.955  -4.430  -2.314
C  0.371  -4.837  -2.269
C  1.371  -3.882  -2.348
C  1.024  -2.547  -2.451
N  -0.255  -2.153  -2.475
H  -4.722  2.792  -2.885
H  -0.939  5.013  -2.087
H  0.701  6.077  -3.674
H  1.281  4.846  -5.767
H  0.246  2.631  -6.179
H  -5.365  -2.128  -2.923
H  -1.786  -5.120  -2.275
H  0.618  -5.886  -2.182
H  2.416  -4.153  -2.330
H  1.770  -1.767  -2.516
Se  2.174  1.133  3.525
P  0.571  -0.188  3.316
C  0.990  -1.942  3.518
C  2.234  -2.301  4.019
C  2.549  -3.643  4.191
C  1.626  -4.621  3.855
C  0.380  -4.263  3.349
C  0.057  -2.927  3.186
C  -0.837  0.121  4.395
C  -1.181  -0.755  5.416
C  -2.230  -0.441  6.269
C  -2.933  0.740  6.100
C  -2.585  1.620  5.081
C  -1.536  1.316  4.236
C  -0.190  -0.161  1.660
C  0.266  0.119  0.378
N  -0.790  -0.171  -0.434
N  -1.819  -0.587  0.301
N  -1.475  -0.581  1.547
P  1.752  0.723  -0.409
Se  1.210  1.001  -2.529
C  3.061  -0.488  -0.282
C  2.870  -1.683  0.404
C  3.888  -2.627  0.434
C  5.082  -2.381  -0.223
C  5.267  -1.193  -0.925
C  4.259  -0.249  -0.962
C  2.267  2.324  0.185
C  1.318  3.344  0.163
C  1.655  4.600  0.631
C  2.943  4.843  1.094
C  3.890  3.830  1.096
C  3.554  2.561  0.653
H  2.946  -1.524  4.270
H  3.514  -3.921  4.591
H  1.870  -5.665  3.996
H  -0.344  -5.027  3.100
H  -0.920  -2.648  2.811
H  -0.637  -1.680  5.558
H  -2.495  -1.123  7.066
H  -3.753  0.980  6.762
H  -3.132  2.543  4.951
H  -1.257  2.009  3.451
H  1.939  -1.886  0.914
H  3.740  -3.548  0.982
H  5.876  -3.115  -0.193
H  6.198  -1.007  -1.443
H  4.400  0.668  -1.523
H  0.315  3.156  -0.206
H  0.916  5.390  0.639
H  3.206  5.825  1.460
H  4.887  4.020  1.467
H  4.280  1.762  0.711

Atomic partial charges in e from the Mulliken method, atoms 1 to 8: 1.005, -0.188, -0.146, -0.734, 0.650, 0.535, -0.114, -0.557

[2]
Density functional theory data (wB97M-V/def2-TZVPD) for a 14-piece molecular cluster, C6H42N2O13 overall.

E (Ha): -1341.1190
Spin multiplicity: 2
Net charge: +1
HOMO level (spin up / spin down) (eV): -13.517 / -13.518
LUMO level (spin up / spin down) (eV): -2.60 / -7.08
F_max (eV Å⁻¹): 2.9
Expectation value of S²: 0.75

Element x y z (Å)
N  1.212  0.479  0.642
C  0.212  0.448  -0.413
C  -0.730  1.661  -0.339
C  -0.551  2.607  -1.602
C  -0.717  -0.837  -0.295
N  0.070  -2.037  -0.534
C  0.131  -3.044  0.584
C  -0.234  -2.658  -1.812
H  1.844  -0.304  0.496
H  0.735  0.262  1.527
H  0.625  0.513  -1.430
H  -0.681  2.282  0.558
H  -1.782  1.369  -0.249
H  -0.749  3.638  -1.310
H  -1.365  2.259  -2.240
H  0.423  2.401  -2.010
H  -1.543  -0.773  -1.010
H  -1.072  -0.995  0.721
H  -0.327  -3.962  0.195
H  -0.546  -2.634  1.344
H  1.067  -3.329  1.075
H  -0.288  -1.862  -2.560
H  0.550  -3.400  -1.971
H  -1.193  -3.195  -1.846
H  2.135  3.786  1.641
H  2.177  2.212  1.111
O  1.980  2.841  1.820
H  4.224  0.232  -0.928
H  3.339  1.438  -0.685
O  3.960  1.088  -1.337
H  3.409  -1.724  -0.210
H  4.773  -1.734  0.147
O  4.251  -1.484  -0.640
H  -3.661  1.995  -2.669
H  -2.335  1.229  -2.725
O  -3.239  1.166  -2.395
H  2.509  -0.895  2.528
H  3.317  0.287  2.026
O  3.324  -0.678  2.050
H  -2.039  1.356  2.852
H  -3.512  1.600  2.995
O  -2.900  0.969  2.607
H  -3.752  -1.772  0.522
H  -2.931  -3.026  -0.258
O  -3.381  -2.675  0.513
H  0.341  1.951  2.210
H  0.032  2.776  3.372
O  -0.255  1.935  2.982
H  0.975  1.525  -3.888
H  0.446  0.229  -4.370
O  0.161  1.009  -3.900
H  -2.601  -2.136  2.014
H  -2.633  -1.255  3.250
O  -2.020  -1.792  2.728
H  -0.397  -1.137  2.935
H  0.282  0.144  3.555
O  0.461  -0.732  3.169
H  3.572  1.035  -3.113
H  2.988  -0.198  -3.301
O  2.956  0.639  -3.798
H  -3.445  0.556  0.625
H  -3.759  0.382  -0.921
O  -3.838  -0.032  -0.035

Atomic partial charges in e from the natural (NBO) method, atoms 1 to 8: -0.894, -0.052, -0.437, -0.571, -0.299, 0.003, -0.472, -0.458

[3]
Density functional theory data (wB97M-V/def2-TZVPD) for a 2-piece molecular cluster, C4H11N2O overall.

E (Ha): -343.4673
Net charge: +1
HOMO level (eV): -12.426
LUMO level (eV): -3.96
F_max (eV Å⁻¹): 1.1

Element x y z (Å)
C  -0.002  0.363  -2.599
C  0.399  1.303  -1.741
N  1.716  1.663  -1.430
H  0.704  -0.273  -3.124
H  -1.040  0.210  -2.852
H  -0.329  1.954  -1.265
H  2.393  0.939  -1.640
H  1.851  1.977  -0.481
O  -1.651  0.194  1.563
C  -1.012  -0.524  2.270
C  -0.101  -1.587  1.693
N  0.265  -1.133  0.300
H  -1.047  -0.463  3.368
H  0.830  -1.661  2.251
H  -0.603  -2.546  1.582
H  0.981  -1.712  -0.137
H  -0.545  -1.020  -0.313
H  0.660  -0.188  0.309

Atomic partial charges in e from the natural (NBO) method, atoms 1 to 8: -0.548, -0.027, -0.793, 0.203, 0.229, 0.210, 0.370, 0.375

Question: What is the net charge in the second record?
Answer: +1